The following is a quantum chemistry calculation of a 6-piece molecular cluster, C6H25NO6 overall in a non-equilibrium geometry, from the OMol25 dataset.

XYZ file:
```
38
Properties=species:S:1:pos:R:3
C -1.15592 1.33481 -1.67770
O -1.96983 0.18993 -1.60460
C -1.93104 -0.49458 -0.37101
C -2.80654 -1.69501 -0.51778
C -4.21286 -1.16880 -0.85245
N -2.74653 -2.50803 0.69364
H -1.32660 1.80902 -2.70268
H -0.08115 1.18878 -1.45281
H -1.41324 2.13164 -1.01589
H -0.89734 -0.75731 -0.03159
H -2.41128 0.17300 0.33661
H -2.45224 -2.26548 -1.39819
H -4.99458 -1.91289 -1.03153
H -4.16795 -0.49002 -1.75021
H -4.53703 -0.63058 0.03532
H -3.33719 -1.99730 1.38188
H -3.08652 -3.45347 0.55974
C 4.32496 3.14705 -0.32513
C 2.91464 3.05868 -0.70975
O 2.34453 1.75806 -0.36101
H 4.93366 2.41767 -0.84650
H 4.38657 2.94589 0.76047
H 4.67634 4.07995 -0.59689
H 2.79895 3.18383 -1.77857
H 2.34320 3.85617 -0.19381
H 1.62427 1.73749 0.27300
O 0.69142 0.98931 1.50521
H 0.17314 1.26133 2.27907
H 1.20598 0.17504 1.78406
O 2.73611 -1.16926 -0.74172
H 2.05456 -0.51412 -0.83053
H 3.52780 -0.64930 -0.61506
O 1.68413 -1.51684 1.95111
H 2.09447 -1.73983 1.06932
H 0.98638 -2.17697 1.93179
O -0.29800 -3.39530 2.10194
H -0.45363 -3.70881 2.97100
H -1.22162 -3.19375 1.77122
```

Computed properties:
orbital gap: 0.37940 Eh
relative energy (zero: lowest compared OMol25 entry of this formula, charge and spin): 149.60 kJ/mol
electronic energy: -749.76731 a.u.
lowest unoccupied orbital energy: 0.60 eV
HOMO level: -9.72 eV



The following is a quantum chemistry calculation of one molecule with the formula C4H9NO, from the OMol25 dataset.

XYZ file:
```
15
Properties=species:S:1:pos:R:3
C 0.34326 -0.21482 1.44072
N 0.41777 -0.30398 -0.00733
C 1.67216 0.26078 -0.48553
C -0.73238 0.21325 -0.72449
C -2.06697 -0.49771 -0.54990
O -3.08076 0.07034 -0.88611
H 0.32073 0.82172 1.82803
H 1.22797 -0.70444 1.86456
H -0.53426 -0.74761 1.82087
H 2.50902 -0.23980 0.01554
H 1.78319 0.09137 -1.56178
H 1.77552 1.34687 -0.29543
H -0.49557 0.16342 -1.79816
H -1.02237 1.26467 -0.53004
H -2.11732 -1.52408 -0.13092
```

Computed properties:
orbital gap: 0.36550 Eh
relative energy (zero: lowest compared OMol25 entry of this formula, charge and spin): 173.21 kJ/mol
electronic energy: -287.76648 a.u.
lowest unoccupied orbital energy: 0.98 eV
HOMO level: -8.97 eV



The following is a quantum chemistry calculation of one molecule with the formula CHFI2 in a non-equilibrium geometry, from the OMol25 dataset.

XYZ file:
```
5
Properties=species:S:1:pos:R:3
F 0.49668 -0.22087 1.28390
C 0.29826 0.08799 0.07521
I -1.92010 -1.29355 -0.45002
I 0.18413 2.05989 -0.43916
H 0.94103 -0.63345 -0.46992
```

Computed properties:
orbital gap (alpha / beta): 0.28636 / 0.28639 Eh
relative energy (zero: lowest compared OMol25 entry of this formula, charge and spin): 112.36 kJ/mol
electronic energy: -733.89022 a.u.
lowest unoccupied orbital energy (alpha / beta): -1.49 / -1.49 eV
HOMO level (alpha / beta): -9.28 / -9.28 eV



The following is a quantum chemistry calculation of one molecule with the formula C10H16FN in a non-equilibrium geometry, from the OMol25 dataset.

XYZ file:
```
28
Properties=species:S:1:pos:R:3
C 3.18225 1.34128 -0.69686
C 2.00552 1.47597 -0.73960
C 0.52521 1.70962 -0.84851
N -0.25993 0.51467 -1.30925
C -1.65419 0.69615 -1.68120
C 0.04002 -0.88956 -0.69303
C -0.17195 -2.11590 -1.65996
F -0.25296 -1.72114 -2.97808
C -0.77334 -1.14564 0.60972
C -0.35870 -0.15070 1.69218
C -1.22821 0.69711 2.38743
C 0.99023 -0.22555 2.28348
H 4.28345 1.28932 -0.52893
H 0.34043 2.26452 0.11885
H 0.42364 2.35337 -1.58511
H -1.89278 1.32107 -2.44286
H -2.24384 1.12349 -0.85280
H -2.12020 -0.26762 -1.82039
H 1.08377 -0.97457 -0.44926
H 0.59738 -2.84465 -1.54247
H -1.13919 -2.58801 -1.39721
H -1.81811 -0.98752 0.45017
H -0.59138 -2.15777 0.96631
H -2.30675 0.77995 2.12895
H -0.79934 1.33403 3.23041
H 1.01840 0.08197 3.37218
H 1.42387 -1.27726 2.17120
H 1.69669 0.36336 1.81463
```

Computed properties:
orbital gap: 0.33827 Eh
relative energy (zero: lowest compared OMol25 entry of this formula, charge and spin): 0.00 kJ/mol
electronic energy: -545.07962 a.u.
lowest unoccupied orbital energy: 0.90 eV
HOMO level: -8.31 eV



The following is a quantum chemistry calculation of a 2-piece molecular cluster, C3H8NO2S overall in a non-equilibrium geometry, from the OMol25 dataset.

XYZ file:
```
15
Properties=species:S:1:pos:R:3
O 2.46248 2.68475 2.08317
C 2.45406 1.92210 1.13599
N 1.51419 1.88950 0.18259
C 1.51486 0.76851 -0.76657
C 0.14202 0.49080 -1.34836
S -0.84767 -0.50196 -0.14936
H 3.26230 1.19276 0.95043
H 0.55470 2.07408 0.47126
H 1.88973 -0.15899 -0.32809
H 2.23267 0.99166 -1.57523
H 0.26608 -0.10036 -2.25231
H -0.40094 1.39617 -1.63320
H -4.36680 -4.84352 -0.08739
H -5.77179 -4.84868 -0.74084
O -5.03027 -5.40339 -0.49737
```

Computed properties:
orbital gap: 0.21815 Eh
relative energy (zero: lowest compared OMol25 entry of this formula, charge and spin): 154.02 kJ/mol
electronic energy: -722.57340 a.u.
total charge: -1
lowest unoccupied orbital energy: 3.13 eV
HOMO level: -2.81 eV



The following is a quantum chemistry calculation of C36H40As2CaN5 as an isolated structure, from the OMol25 dataset.

XYZ file:
```
84
Properties=species:S:1:pos:R:3
Ca 0.74162 0.90013 0.16718
C 0.65029 1.29626 -4.84376
N -0.07628 2.25137 -4.01722
C -0.65662 3.40951 -4.68585
C -0.16216 2.04536 -2.68354
N 0.10126 0.93177 -2.07593
N -0.53238 3.18456 -1.96591
C -1.13160 3.28648 -0.71287
N -1.68418 4.50703 -0.50173
N -1.13304 2.31927 0.13355
H 1.09771 1.82826 -5.68058
H -0.00026 0.51061 -5.23339
H 1.46039 0.84566 -4.27336
H -0.00823 4.28993 -4.63977
H -1.63836 3.64676 -4.27760
H -0.80416 3.16235 -5.73400
H 0.25184 0.18464 -2.74367
H -0.51052 4.04087 -2.49092
H -1.57344 5.26709 -1.14815
H -1.98440 4.74228 0.42856
H -1.66323 2.56101 0.96727
C -2.37075 -2.14550 0.74197
C -1.09123 -1.34082 0.60287
As 0.06171 -1.06025 2.21559
C -0.88218 0.43286 3.02393
C -2.24721 0.45155 3.32092
C -2.84648 1.62334 3.75404
C -2.09041 2.78375 3.90618
C -0.73158 2.76903 3.63439
C -0.12758 1.59303 3.19654
C -0.37803 -2.58765 3.29063
C -0.91712 -2.44886 4.56187
C -1.19176 -3.58227 5.31892
C -0.93536 -4.84454 4.80747
C -0.39779 -4.98177 3.53333
C -0.11313 -3.85496 2.77644
As -3.33050 -2.23425 -0.97023
C -3.85323 -0.35068 -1.05719
C -3.63378 0.34466 -2.24038
C -4.03132 1.67332 -2.36329
C -4.64447 2.31365 -1.29702
C -4.85274 1.62903 -0.10352
C -4.46110 0.30370 0.01334
C -5.02097 -2.93929 -0.30642
C -5.20844 -3.42285 0.98525
C -6.45280 -3.90781 1.37724
C -7.51431 -3.90634 0.48622
C -7.32989 -3.43176 -0.80619
C -6.08784 -2.96119 -1.20262
H -3.03383 -1.70619 1.48286
H -2.15190 -3.16903 1.05066
H -1.34706 -0.34005 0.22550
H -0.44480 -1.81024 -0.14805
H -2.83964 -0.44755 3.22986
H -3.90392 1.63135 3.98629
H -2.56218 3.69138 4.26045
H -0.13487 3.66183 3.76916
H 0.93892 1.59263 2.98576
H -1.12343 -1.46793 4.97203
H -1.60640 -3.47331 6.31250
H -1.15113 -5.72311 5.40050
H -0.19291 -5.96564 3.13268
H 0.32087 -3.97513 1.78973
H -3.16968 -0.15907 -3.08107
H -3.89276 2.19463 -3.30276
H -4.97972 3.33720 -1.40014
H -5.34978 2.11917 0.72445
H -4.66336 -0.23085 0.93543
H -4.39496 -3.44248 1.69760
H -6.58739 -4.29047 2.38076
H -8.48132 -4.28211 0.79311
H -8.15335 -3.43610 -1.50842
H -5.95566 -2.60056 -2.21677
C 5.42138 2.94845 1.00292
C 4.63669 3.36939 -0.06261
C 3.37651 2.80917 -0.24810
C 2.82622 1.82085 0.59119
C 3.67071 1.42991 1.64821
C 4.93536 1.97030 1.86042
H 6.40268 3.37739 1.16298
H 5.00880 4.12969 -0.73957
H 2.80262 3.17512 -1.10313
H 3.34233 0.66003 2.34653
H 5.54324 1.63146 2.69115
```

Computed properties:
orbital gap: 0.28545 Eh
relative energy (zero: lowest compared OMol25 entry of this formula, charge and spin): 99.33 kJ/mol
electronic energy: -6818.58573 a.u.
total charge: +1
lowest unoccupied orbital energy: -2.18 eV
HOMO level: -9.95 eV